Entry 1:
Here is a 12-piece molecular cluster, C66H99NO25P overall from the OMol25 dataset. Energies are from ωB97M-V with the def2-TZVPD basis set.

Output
net charge: +1
largest force on an atom: 0.1850 hartree/bohr
E: -4850.67937 Ha

Last columns: bonded neighbours and bond lengths (Å).
Element x y z (Å)
1 C -2.03150 -1.15251 -1.48318  C2 1.594, H12 1.090, H13 1.090, H14 1.090
2 C -1.08799 0.12247 -1.64001  C1 1.594, C3 1.511, N7 1.550, C11 1.488
3 C -1.32267 1.01104 -0.44013  C2 1.511, C4 1.566, H15 1.090, H16 1.090
4 C -0.90236 0.36362 0.92234  C3 1.566, C5 1.530, H17 1.090, H18 1.090
5 C 0.61124 0.14012 0.91741  C4 1.530, C6 1.584, H19 1.090, H20 1.090
6 C 1.17689 -0.60330 -0.36146  C5 1.584, N7 1.523, C9 1.548, C10 1.592
7 N 0.41767 -0.24410 -1.63197  C2 1.550, C6 1.523, O8 1.406
8 O 1.02528 -0.37789 -2.89254  N7 1.406
9 C 1.10957 -2.13239 -0.13297  C6 1.548, H21 1.090, H22 1.090, H23 1.090
10 C 2.69238 -0.15226 -0.55092  C6 1.592, H24 1.090, H25 1.090, H26 1.090
11 C -1.44237 0.85548 -2.88565  C2 1.488, H27 1.090, H28 1.090, H29 1.090
12 H -1.76785 -1.73514 -0.60049  C1 1.090
13 H -1.94027 -1.76545 -2.37987  C1 1.090
14 H -3.07807 -0.85008 -1.44667  C1 1.090
15 H -2.39566 1.20285 -0.44031  C3 1.090
16 H -0.90221 1.98817 -0.67789  C3 1.090
17 H -1.44526 -0.53774 1.20679  C4 1.090
18 H -1.32157 0.97942 1.71806  C4 1.090
19 H 0.77022 -0.31983 1.89275  C5 1.090
20 H 1.04183 1.13556 1.02602  C5 1.090
21 H 1.78785 -2.53306 -0.88628  C9 1.090
22 H 0.21310 -2.74715 -0.21370  C9 1.090
23 H 1.58494 -2.40136 0.81030  C9 1.090
24 H 3.23963 -0.12360 0.39131  C10 1.090
25 H 2.74191 0.78789 -1.10024  C10 1.090
26 H 3.26793 -0.94720 -1.02515  C10 1.090
27 H -1.38679 0.21205 -3.76372  C11 1.090
28 H -0.66178 1.59754 -3.05332  C11 1.090
29 H -2.48746 1.16319 -2.92036  C11 1.090
30 C -5.11996 5.09999 -2.53939  C31 1.387, C35 1.350, H38 1.080
31 C -6.47903 5.04781 -2.81361  C30 1.387, C32 1.387, H39 1.080
32 C -7.01551 5.83684 -3.81963  C31 1.387, C33 1.396, O37 1.384
33 C -6.27426 6.69644 -4.63205  C32 1.396, C34 1.371, H40 1.080
34 C -4.94077 6.76817 -4.32321  C33 1.371, C35 1.403, H41 1.080
35 C -4.41061 5.94356 -3.31902  C30 1.350, C34 1.403, O36 1.392
36 O -3.09493 6.25388 -2.98647  C35 1.392, H42 0.960
37 O -8.37044 5.79973 -4.09928  C32 1.384, H43 0.960
38 H -4.80523 4.43229 -1.75103  C30 1.080
39 H -7.06286 4.35060 -2.23097  C31 1.080
40 H -6.69563 7.33823 -5.39162  C33 1.080
41 H -4.25206 7.44876 -4.80163  C34 1.080
42 H -2.76293 7.10871 -3.27041  O36 0.960
43 H -8.71494 6.50208 -4.65571  O37 0.960
44 C 2.16821 -4.81655 -4.42800  C45 1.431, C49 1.354, H52 1.080
45 C 2.41386 -4.06892 -5.62272  C44 1.431, C46 1.380, H53 1.080
46 C 1.28214 -3.68344 -6.31200  C45 1.380, C47 1.369, O51 1.389
47 C 0.00979 -3.97386 -5.89800  C46 1.369, C48 1.410, H54 1.080
48 C -0.20439 -4.73809 -4.73199  C47 1.410, C49 1.432, H55 1.080
49 C 0.93494 -5.09003 -3.93971  C44 1.354, C48 1.432, O50 1.454
50 O 0.82092 -5.85748 -2.71021  C49 1.454, H56 0.960
51 O 1.42178 -2.71543 -7.29871  C46 1.389, H57 0.960
52 H 2.90650 -4.92473 -3.64722  C44 1.080
53 H 3.42423 -3.69457 -5.69623  C45 1.080
54 H -0.87587 -3.62427 -6.40771  C47 1.080
55 H -1.17444 -4.95282 -4.30854  C48 1.080
56 H -0.09688 -6.06356 -2.51844  O50 0.960
57 H 0.65562 -2.52310 -7.84424  O51 0.960
58 C -6.70385 -2.79578 -5.19233  C59 1.408, C63 1.315, H66 1.080
59 C -5.83198 -2.25470 -6.15641  C58 1.408, C60 1.391, H67 1.080
60 C -5.66260 -0.88312 -6.31405  C59 1.391, C61 1.407, O65 1.355
61 C -6.24327 -0.03130 -5.35664  C60 1.407, C62 1.377, H68 1.080
62 C -7.12200 -0.55744 -4.43611  C61 1.377, C63 1.423, H69 1.080
63 C -7.23781 -1.97052 -4.31892  C58 1.315, C62 1.423, O64 1.405
64 O -7.93380 -2.57024 -3.25582  C63 1.405, H70 0.960
65 O -5.04132 -0.36264 -7.39931  C60 1.355, H71 0.960
66 H -6.90468 -3.85560 -5.13898  C58 1.080
67 H -5.23559 -2.87946 -6.80479  C59 1.080
68 H -6.03535 1.01787 -5.50628  C61 1.080
69 H -7.54943 0.03157 -3.63813  C62 1.080
70 H -8.40073 -3.40695 -3.31492  O64 0.960
71 H -4.31939 -0.82410 -7.83227  O65 0.960
72 C 8.47011 1.72681 -8.12666  C73 1.378, C77 1.398, H80 1.080
73 C 7.49771 1.40553 -7.20417  C72 1.378, C74 1.413, H81 1.080
74 C 6.25914 0.88880 -7.64682  C73 1.413, C75 1.433, O79 1.350
75 C 6.15911 0.55866 -9.03729  C74 1.433, C76 1.388, H82 1.080
76 C 7.15846 0.90524 -9.93676  C75 1.388, C77 1.360, H83 1.080
77 C 8.26944 1.55591 -9.49943  C72 1.398, C76 1.360, O78 1.384
78 O 9.29541 1.91513 -10.35547  C77 1.384, H84 0.960
79 O 5.21249 0.59571 -6.84569  C74 1.350, H85 0.960
80 H 9.42408 2.07398 -7.75811  C72 1.080
81 H 7.79757 1.57704 -6.18091  C73 1.080
82 H 5.20947 0.11866 -9.30371  C75 1.080
83 H 7.13097 0.43649 -10.90935  C76 1.080
84 H 10.00283 2.00219 -9.71238  O78 0.960
85 H 4.46496 0.24350 -7.33432  O79 0.960
86 C 3.78926 5.87613 -2.33343  C87 1.368, C91 1.360, H94 1.080
87 C 3.12323 7.07023 -2.28426  C86 1.368, C88 1.382, H95 1.080
88 C 2.21401 7.47038 -3.24490  C87 1.382, C89 1.411, O93 1.360
89 C 2.05880 6.59306 -4.33875  C88 1.411, C90 1.374, H96 1.080
90 C 2.79029 5.43035 -4.36585  C89 1.374, C91 1.373, H97 1.080
91 C 3.60881 4.99485 -3.35371  C86 1.360, C90 1.373, O92 1.395
92 O 4.31583 3.79498 -3.43498  C91 1.395, H98 0.960
93 O 1.51518 8.62803 -3.10238  C88 1.360, H99 0.960
94 H 4.49821 5.58515 -1.57243  C86 1.080
95 H 3.34772 7.67088 -1.41522  C87 1.080
96 H 1.45241 6.93646 -5.16383  C89 1.080
97 H 2.76682 4.77855 -5.22665  C90 1.080
98 H 4.27736 3.42321 -4.31924  O92 0.960
99 H 1.41741 8.83990 -2.17117  O93 0.960
100 C -7.77355 3.06652 3.88788  C101 1.427, C105 1.434, H108 1.080
101 C -7.38003 2.46780 2.65396  C100 1.427, C102 1.386, H109 1.080
102 C -7.73820 1.19414 2.23982  C101 1.386, C103 1.423, O107 1.373
103 C -8.52576 0.39090 3.11080  C102 1.423, C104 1.379, H110 1.080
104 C -8.84300 0.89961 4.35297  C103 1.379, C105 1.429, H111 1.080
105 C -8.56328 2.24178 4.75533  C100 1.434, C104 1.429, O106 1.344
106 O -9.05351 2.70542 5.91804  C105 1.344, H112 0.960
107 O -7.32201 0.65026 1.05018  C102 1.373, H113 0.960
108 H -7.54100 4.10877 4.04920  C100 1.080
109 H -6.76677 3.14822 2.08185  C101 1.080
110 H -8.88067 -0.56688 2.75997  C103 1.080
111 H -9.50240 0.31580 4.97809  C104 1.080
112 H -8.57626 3.48242 6.21819  O106 0.960
113 H -7.94826 0.01224 0.70040  O107 0.960
114 C 0.87755 5.13345 2.68313  C115 1.372, C119 1.403, H122 1.080
115 C -0.03542 5.65900 1.80418  C114 1.372, C116 1.383, H123 1.080
116 C -1.10976 6.38974 2.27873  C115 1.383, C117 1.405, O121 1.382
117 C -1.48752 6.33853 3.63094  C116 1.405, C118 1.442, H124 1.080
118 C -0.60405 5.70288 4.57648  C117 1.442, C119 1.433, H125 1.080
119 C 0.59528 5.11606 4.05751  C114 1.403, C118 1.433, O120 1.340
120 O 1.50460 4.62510 4.91060  C119 1.340, H126 0.960
121 O -1.93550 7.03840 1.38043  C116 1.382, H127 0.960
122 H 1.79266 4.67439 2.33928  C114 1.080
123 H 0.09115 5.55001 0.73716  C115 1.080
124 H -2.39576 6.81951 3.96284  C117 1.080
125 H -0.66238 5.76943 5.65285  C118 1.080
126 H 1.09813 4.09391 5.59923  O120 0.960
127 H -1.73041 6.89085 0.45428  O121 0.960
128 C -0.39806 0.24642 10.49947  O129 1.469, H136 1.090, H137 1.090, H138 1.090
129 O -1.12571 0.12119 9.22954  C128 1.469, P130 1.593
130 P -1.58828 1.41566 8.42446  O129 1.593, O131 1.518, O132 1.703, O134 1.589
131 O -0.58660 2.55372 8.35526  P130 1.518
132 O -2.27944 0.89572 6.95770  P130 1.703, C133 1.389
133 C -3.43145 1.38268 6.35360  O132 1.389, H139 1.090, H140 1.090, H141 1.090
134 O -2.99385 1.73912 9.09196  P130 1.589, C135 1.450
135 C -2.97397 2.39170 10.38615  O134 1.450, H142 1.090, H143 1.090, H144 1.090
136 H 0.04407 1.23055 10.65472  C128 1.090
137 H 0.42723 -0.46029 10.41247  C128 1.090
138 H -1.02790 -0.05042 11.33810  C128 1.090
139 H -3.85724 2.16675 6.97973  C133 1.090
140 H -4.03444 0.48854 6.51168  C133 1.090
141 H -3.35828 1.72691 5.32197  C133 1.090
142 H -3.16702 1.57495 11.08166  C135 1.090
143 H -3.80522 3.03530 10.67404  C135 1.090
144 H -2.03547 2.92255 10.54589  C135 1.090
145 C -3.01322 -4.05931 3.84939  O146 1.478, H151 1.090, H152 1.090, H153 1.090
146 O -1.88820 -4.60766 3.06370  C145 1.478, C147 1.463
147 C -1.45704 -5.92481 3.53132  O146 1.463, C148 1.529, H154 1.090, H155 1.090
148 C -0.67597 -5.94167 4.84595  C147 1.529, O149 1.437, H156 1.090, H157 1.090
149 O -1.53584 -6.05555 5.99162  C148 1.437, C150 1.371
150 C -2.03934 -7.29400 6.29397  O149 1.371, H158 1.090, H159 1.090, H160 1.090
151 H -3.79476 -4.80667 3.98632  C145 1.090
152 H -3.47244 -3.16240 3.43374  C145 1.090
153 H -2.58576 -3.67750 4.77654  C145 1.090
154 H -0.79743 -6.30952 2.75350  C147 1.090
155 H -2.29175 -6.62448 3.57406  C147 1.090
156 H -0.27479 -4.92834 4.82857  C148 1.090
157 H 0.22377 -6.55659 4.82522  C148 1.090
158 H -1.51697 -7.74757 7.13629  C150 1.090
159 H -2.17245 -7.89944 5.39740  C150 1.090
160 H -3.03244 -7.20353 6.73405  C150 1.090
161 C 6.61929 -1.89610 3.14146  O162 1.426, H167 1.090, H168 1.090, H169 1.090
162 O 7.24833 -0.89884 2.33902  C161 1.426, C163 1.428
163 C 8.05906 0.10003 2.95911  O162 1.428, C164 1.604, H170 1.090, H171 1.090
164 C 8.12238 1.42696 2.06060  C163 1.604, O165 1.381, H172 1.090, H173 1.090
165 O 8.72376 1.35667 0.81924  C164 1.381, C166 1.412
166 C 7.82164 1.12375 -0.24138  O165 1.412, H174 1.090, H175 1.090, H176 1.090
167 H 5.54804 -1.71605 3.23151  C161 1.090
168 H 6.90094 -1.99323 4.18995  C161 1.090
169 H 6.78406 -2.91109 2.77987  C161 1.090
170 H 9.07199 -0.30171 2.93258  C163 1.090
171 H 7.82525 0.27414 4.00940  C163 1.090
172 H 8.65417 2.13629 2.69476  C164 1.090
173 H 7.05848 1.65848 2.00956  C164 1.090
174 H 6.87320 1.64982 -0.13270  C166 1.090
175 H 7.44381 0.10133 -0.24012  C166 1.090
176 H 8.30275 1.30030 -1.20340  C166 1.090
177 C 4.80097 -7.71337 4.70148  O178 1.354, H183 1.090, H184 1.090, H185 1.090
178 O 4.09939 -7.97437 3.57372  C177 1.354, C179 1.443
179 C 5.04477 -8.05773 2.48706  O178 1.443, C180 1.585, H186 1.090, H187 1.090
180 C 4.26171 -8.10508 1.11023  C179 1.585, O181 1.403, H188 1.090, H189 1.090
181 O 5.05064 -8.24942 -0.04092  C180 1.403, C182 1.407
182 C 5.47459 -9.57484 -0.24940  O181 1.407, H190 1.090, H191 1.090, H192 1.090
183 H 5.67588 -8.36343 4.69300  C177 1.090
184 H 4.18905 -7.92992 5.57714  C177 1.090
185 H 5.22396 -6.71008 4.65027  C177 1.090
186 H 5.65799 -8.95622 2.41780  C179 1.090
187 H 5.66640 -7.16237 2.48751  C179 1.090
188 H 3.89941 -7.16720 0.68921  C180 1.090
189 H 3.40381 -8.77742 1.11896  C180 1.090
190 H 4.70456 -10.33522 -0.37973  C182 1.090
191 H 6.01506 -9.74640 0.68150  C182 1.090
192 H 6.20788 -9.67790 -1.04924  C182 1.090


Entry 2:
Here is a 2-piece molecular cluster, CH8NO overall from the OMol25 dataset. Energies are from ωB97M-V with the def2-TZVPD basis set.

Output
energy above the lowest of the compared OMol25 structures with the same formula, charge and spin: 25.6 kJ/mol
net charge: +1
largest force on an atom: 0.0257 hartree/bohr

Last columns: bonded neighbours and bond lengths (Å).
Element x y z (Å)
1 C 1.11006 0.59311 0.86344  N2 1.502, H3 1.095, H4 1.088, H5 1.083
2 N 0.10417 0.73304 -0.24288  C1 1.502, H6 1.010, H7 1.017, H8 1.043
3 H 0.82724 1.19054 1.73634  C1 1.095
4 H 0.98833 -0.42047 1.24093  C1 1.088
5 H 2.11850 0.84051 0.55401  C1 1.083
6 H 0.33233 1.46660 -0.89789  N2 1.010
7 H -0.81853 0.86897 0.16294  N2 1.017
8 H 0.05817 -0.20362 -0.69857  N2 1.043
9 H -1.46517 -1.72568 -1.72204  O11 0.968
10 H -1.83539 -1.97119 -0.17385  O11 0.976
11 O -1.41970 -1.37181 -0.82244  H9 0.968, H10 0.976


Entry 3:
Here is one molecule with the formula C6H10O from the OMol25 dataset. Energies are from ωB97M-V with the def2-TZVPD basis set.

Output
energy above the lowest of the compared OMol25 structures with the same formula, charge and spin: 173.9 kJ/mol
net charge: 0
largest force on an atom: 0.0174 hartree/bohr

Last columns: bonded neighbours and bond lengths (Å).
Element x y z (Å)
1 C -0.95705 0.22625 -1.97585  C2 1.576, H8 1.099, H9 1.110, H10 1.092
2 C -0.29453 0.44588 -0.56338  C1 1.576, C3 1.525, C6 1.777, H11 1.096
3 C -1.05177 -0.49803 0.36530  C2 1.525, C4 1.490, H12 1.097, H13 1.096
4 C -0.34014 -0.51298 1.67459  C3 1.490, C5 1.326, H14 1.084
5 C 0.91051 -0.08273 1.57830  C4 1.326, C6 1.512, H15 1.092
6 C 1.29442 0.48586 0.23096  C2 1.777, C5 1.512, O7 1.428, H16 1.091
7 O 2.58232 -0.00855 -0.13949  C6 1.428, H17 0.972
8 H -1.09215 -0.83086 -2.24249  C1 1.099
9 H -1.99474 0.61669 -1.91355  C1 1.110
10 H -0.51204 0.73998 -2.83089  C1 1.092
11 H -0.52160 1.49467 -0.34163  C2 1.096
12 H -0.90565 -1.49532 -0.06866  C3 1.097
13 H -2.13518 -0.34088 0.42349  C3 1.096
14 H -0.78228 -0.93521 2.56980  C4 1.084
15 H 1.64372 -0.23760 2.37279  C5 1.092
16 H 1.43870 1.56731 0.25449  C6 1.091
17 H 2.91304 -0.60786 0.54996  O7 0.972


Among the records above, which one has the highest largest force on an atom? C66H99NO25P


Please write out number 2 again, unchanged.
Here is a 2-piece molecular cluster, CH8NO overall from the OMol25 dataset. Energies are from ωB97M-V with the def2-TZVPD basis set.

Output
energy above the lowest of the compared OMol25 structures with the same formula, charge and spin: 25.6 kJ/mol
net charge: +1
largest force on an atom: 0.0257 hartree/bohr

Last columns: bonded neighbours and bond lengths (Å).
Element x y z (Å)
1 C 1.11006 0.59311 0.86344  N2 1.502, H3 1.095, H4 1.088, H5 1.083
2 N 0.10417 0.73304 -0.24288  C1 1.502, H6 1.010, H7 1.017, H8 1.043
3 H 0.82724 1.19054 1.73634  C1 1.095
4 H 0.98833 -0.42047 1.24093  C1 1.088
5 H 2.11850 0.84051 0.55401  C1 1.083
6 H 0.33233 1.46660 -0.89789  N2 1.010
7 H -0.81853 0.86897 0.16294  N2 1.017
8 H 0.05817 -0.20362 -0.69857  N2 1.043
9 H -1.46517 -1.72568 -1.72204  O11 0.968
10 H -1.83539 -1.97119 -0.17385  O11 0.976
11 O -1.41970 -1.37181 -0.82244  H9 0.968, H10 0.976


What did the third record say?
Here is one molecule with the formula C6H10O from the OMol25 dataset. Energies are from ωB97M-V with the def2-TZVPD basis set.

Output
energy above the lowest of the compared OMol25 structures with the same formula, charge and spin: 173.9 kJ/mol
net charge: 0
largest force on an atom: 0.0174 hartree/bohr

Last columns: bonded neighbours and bond lengths (Å).
Element x y z (Å)
1 C -0.95705 0.22625 -1.97585  C2 1.576, H8 1.099, H9 1.110, H10 1.092
2 C -0.29453 0.44588 -0.56338  C1 1.576, C3 1.525, C6 1.777, H11 1.096
3 C -1.05177 -0.49803 0.36530  C2 1.525, C4 1.490, H12 1.097, H13 1.096
4 C -0.34014 -0.51298 1.67459  C3 1.490, C5 1.326, H14 1.084
5 C 0.91051 -0.08273 1.57830  C4 1.326, C6 1.512, H15 1.092
6 C 1.29442 0.48586 0.23096  C2 1.777, C5 1.512, O7 1.428, H16 1.091
7 O 2.58232 -0.00855 -0.13949  C6 1.428, H17 0.972
8 H -1.09215 -0.83086 -2.24249  C1 1.099
9 H -1.99474 0.61669 -1.91355  C1 1.110
10 H -0.51204 0.73998 -2.83089  C1 1.092
11 H -0.52160 1.49467 -0.34163  C2 1.096
12 H -0.90565 -1.49532 -0.06866  C3 1.097
13 H -2.13518 -0.34088 0.42349  C3 1.096
14 H -0.78228 -0.93521 2.56980  C4 1.084
15 H 1.64372 -0.23760 2.37279  C5 1.092
16 H 1.43870 1.56731 0.25449  C6 1.091
17 H 2.91304 -0.60786 0.54996  O7 0.972